(1)
A single C21H29FN2O3 molecule, computed with ωB97M-V/def2-TZVPD.

Geometry as XYZ:
```
56
Properties=species:S:1:pos:R:3:forces:R:3
C 3.1577 -5.2335 3.0160 0.014 0.016 -0.002
O 1.7534 -5.1642 3.0270 -0.110 0.004 0.159
C 1.1608 -5.0070 1.7596 0.035 0.223 -0.241
C 1.2862 -3.5908 1.1788 -0.329 -0.348 0.271
C 0.6025 -3.4949 -0.1846 0.318 0.169 0.104
C 0.6926 -2.0630 -0.7120 -0.206 -0.268 -0.377
N 0.0802 -1.1414 0.2278 0.419 -0.154 -0.134
C -1.0948 -0.5563 -0.1040 -0.103 0.230 0.325
O -1.5711 -0.6917 -1.2161 -0.338 -0.095 -0.259
C -1.7871 0.2613 0.9926 -0.160 0.079 -0.101
C -1.0933 1.6090 1.2314 0.124 -0.317 0.390
N -1.5609 2.7000 0.4047 0.151 0.138 0.082
C -2.6780 2.7245 -0.3606 -0.232 -0.438 0.100
O -3.0204 3.7419 -0.9366 -0.111 0.341 -0.261
C -3.4389 1.4314 -0.4977 -0.135 -0.003 -0.060
C -3.2671 0.4932 0.6857 0.162 -0.140 -0.174
H -3.7436 0.9203 1.5723 -0.004 -0.046 0.029
H -3.7476 -0.4615 0.4656 -0.033 0.031 0.067
H -3.0638 0.9376 -1.3979 -0.074 0.085 0.061
H -4.4901 1.6723 -0.6610 0.085 0.100 0.003
C -0.7731 3.9197 0.4787 -0.138 0.272 -0.242
H -1.4409 4.7555 0.7082 0.133 -0.047 0.066
H -0.0509 3.8093 1.2889 -0.044 -0.042 0.001
C -0.0558 4.2139 -0.8517 -0.099 -0.009 0.164
C 0.5121 2.9576 -1.4456 0.050 0.022 -0.131
C 1.6399 2.3591 -0.8964 0.124 -0.146 -0.062
C 2.1109 1.1843 -1.4473 -0.055 -0.007 0.016
C 1.5123 0.5852 -2.5385 0.177 -0.018 0.088
C 0.3806 1.1775 -3.0693 0.060 0.025 0.039
C -0.1169 2.3470 -2.5232 -0.013 0.078 -0.022
H -1.0072 2.7966 -2.9353 -0.121 0.082 -0.045
H -0.1175 0.7192 -3.9088 -0.061 -0.062 -0.077
H 1.9253 -0.3196 -2.9543 0.056 -0.106 -0.007
F 3.1957 0.5905 -0.8844 -0.098 0.058 -0.085
H 2.1549 2.8002 -0.0557 0.090 0.037 0.105
H -0.7823 4.6397 -1.5425 0.077 0.041 0.037
H 0.7321 4.9468 -0.6692 0.000 0.046 -0.035
H -1.2410 1.8968 2.2850 0.106 -0.089 -0.097
H -0.0159 1.5023 1.0588 -0.109 0.020 0.115
H -1.7275 -0.3217 1.9173 0.074 0.124 -0.056
C 0.7464 -1.1613 1.5113 -0.139 -0.101 0.422
H 0.3212 -0.4294 2.1939 0.043 0.048 -0.072
C 0.6652 -2.5618 2.1236 0.381 0.137 -0.111
H 1.1799 -2.5789 3.0846 -0.024 -0.004 0.059
H -0.3820 -2.8201 2.2966 -0.096 -0.011 0.052
H 1.7980 -0.8965 1.3444 -0.050 0.069 0.065
H 0.1656 -1.9648 -1.6614 0.176 0.020 0.100
H 1.7422 -1.7838 -0.8439 0.000 0.018 -0.037
H 1.0739 -4.1734 -0.8969 -0.012 -0.063 -0.057
H -0.4480 -3.7769 -0.0901 -0.089 -0.042 -0.032
H 2.3483 -3.3536 1.0505 0.032 0.026 -0.025
H 1.5857 -5.7329 1.0495 -0.048 0.003 0.036
H 0.1041 -5.2460 1.9102 0.016 0.011 -0.123
H 3.4582 -5.4894 4.0302 0.093 0.007 -0.044
H 3.6182 -4.2791 2.7379 0.022 -0.019 0.002
H 3.5096 -6.0101 2.3260 0.013 0.013 0.012
```
Positions in Å, forces in eV/Å.

Summary:
Kohn-Sham gap ... 9.61 eV
SMILES ... COCC1CCN(C(=O)[C@@H]2CCC(=O)N(CCc3cccc(F)c3)C2)CC1
E_LUMO ... 0.6 eV
E_HOMO ... -9.0 eV
F_max ... 0.0107 Eh/bohr
Total energy ... -34089.0846 eV

(2)
12 unconnected molecules or ions with the total composition C46H94O30S5 in a non-equilibrium geometry, computed with ωB97M-V/def2-TZVPD.

Geometry as XYZ:
```
175
Properties=species:S:1:pos:R:3:forces:R:3
C -12.7777 -14.5129 -23.9929 0.116 -0.320 0.548
C -14.2147 -14.3027 -24.4821 0.371 0.435 0.630
C -14.9036 -13.3412 -23.5011 1.642 0.102 0.387
S -14.3425 -13.9710 -21.8346 -0.988 -2.595 -2.242
O -15.1641 -15.1074 -21.3987 0.118 1.171 -0.077
O -14.1313 -12.8761 -20.9528 0.380 0.974 1.064
C -12.8350 -14.8231 -22.4723 -0.196 1.786 -0.125
H -12.1742 -13.6252 -24.1805 0.037 0.035 0.050
H -12.3153 -15.3699 -24.4911 -0.007 0.222 -0.092
H -14.6676 -15.2638 -24.4231 -0.829 -0.813 -0.100
H -14.2677 -13.9554 -25.5085 0.068 0.190 -0.062
H -15.9863 -13.2817 -23.6354 0.299 0.143 0.366
H -14.3498 -12.3597 -23.5204 -0.961 -0.589 -0.195
H -13.0736 -15.8243 -22.1954 0.032 -0.845 -0.164
H -11.9658 -14.4815 -21.9104 -0.031 0.048 -0.066
C -15.0795 -1.5956 -26.9218 -0.456 1.159 1.075
C -15.7311 -1.6429 -25.4585 2.297 -1.479 -0.610
C -15.4565 -3.1868 -24.9299 -0.894 3.382 -0.172
S -15.6869 -4.1353 -26.3656 -1.400 -2.449 -1.991
O -17.0231 -4.7140 -26.6028 1.050 1.343 1.030
O -14.6438 -5.1325 -26.4442 0.787 -0.043 0.202
C -15.4060 -2.9099 -27.6302 -2.685 2.470 2.143
H -14.0290 -1.4244 -26.8159 0.746 -0.148 0.208
H -15.4624 -0.6586 -27.4235 0.158 -1.249 0.151
H -16.7898 -1.5432 -25.5365 -0.793 0.374 0.091
H -15.2476 -0.8266 -24.8511 -0.732 -1.242 -0.246
H -16.1163 -3.4344 -24.1146 -0.356 -0.294 0.019
H -14.4439 -3.3076 -24.6190 0.720 -0.078 0.114
H -16.3843 -2.6648 -28.0268 -0.477 -0.698 -0.223
H -14.8497 -3.2542 -28.4133 1.976 -0.974 -1.675
C -13.9059 -8.2415 -26.4167 0.161 -0.953 -1.352
C -12.8471 -8.3018 -27.5944 0.769 0.052 2.206
C -11.8760 -9.4513 -27.1035 -0.142 0.625 -0.705
S -12.9277 -10.7146 -26.2424 0.496 1.640 -0.570
O -12.3346 -10.8878 -24.9399 0.067 -0.450 0.672
O -13.1755 -11.8733 -27.0563 -0.065 -0.135 -0.120
C -14.4005 -9.6697 -26.1170 1.049 -0.353 -3.188
H -14.7004 -7.5799 -26.6384 -1.079 0.465 -0.645
H -13.5787 -7.8297 -25.4954 1.069 0.319 0.792
H -12.2803 -7.3331 -27.7543 -0.647 -1.188 0.383
H -13.3689 -8.5095 -28.5017 -0.257 -0.440 -0.683
H -11.2283 -9.0022 -26.3340 -0.229 -0.470 -0.359
H -11.1982 -9.8840 -27.8718 -0.786 -0.003 0.439
H -14.8391 -9.7341 -25.1984 -0.920 -0.353 2.670
H -15.0946 -10.1576 -26.8367 0.356 0.790 0.159
C -9.1566 -4.1829 -26.1160 -3.128 2.501 0.310
C -10.2601 -4.4983 -27.1972 0.515 -2.664 1.766
C -11.5470 -5.0210 -26.4963 1.206 0.472 -0.054
S -11.7533 -3.9356 -25.0613 0.711 -1.915 0.688
O -12.4191 -4.6320 -23.9707 0.411 -0.210 -0.256
O -12.2764 -2.6202 -25.2896 -0.063 0.737 -1.103
C -9.9621 -3.8163 -24.8040 0.421 0.445 1.042
H -8.8061 -3.1975 -26.4129 0.990 -0.325 -0.172
H -8.4190 -4.9367 -26.0084 0.461 -0.420 0.226
H -9.8284 -5.3116 -27.8130 -0.593 0.682 -0.157
H -10.5280 -3.6283 -27.7054 -0.107 1.300 -1.250
H -11.4139 -6.0400 -26.1480 0.194 0.097 0.563
H -12.3912 -5.0705 -27.1274 -1.112 0.499 -0.593
H -9.6953 -4.3986 -23.9088 -0.283 -0.192 -0.498
H -9.8856 -2.7659 -24.4296 0.328 -0.586 -0.698
C -11.6563 -11.0602 -21.4601 -0.027 0.755 -1.162
C -10.4703 -10.6086 -20.6705 -1.814 1.441 0.658
O -9.4409 -10.3750 -21.5627 1.490 -0.346 -1.161
C -8.2556 -9.8703 -21.2188 0.591 -0.287 -1.479
O -7.9351 -9.4315 -20.1522 0.027 -0.181 -0.702
O -7.4142 -9.8962 -22.3520 -1.336 0.386 2.145
C -7.7895 -10.6261 -23.5408 -0.402 1.984 -0.905
H -11.8341 -10.4094 -22.3542 0.079 -0.475 1.019
H -12.5263 -11.0567 -20.8285 -0.419 -0.161 0.113
H -11.4893 -12.0255 -21.8747 -0.028 -1.065 -0.187
H -10.2581 -11.2638 -19.8563 0.718 -0.721 0.404
H -10.7773 -9.6693 -20.2205 0.294 0.413 0.355
H -8.9125 -10.5955 -23.7919 1.908 -0.206 0.517
H -7.3408 -11.5865 -23.4565 -0.241 -1.114 0.001
H -7.1876 -10.0795 -24.3162 -0.872 -0.540 0.399
C -20.4735 -10.3409 -22.6279 0.644 -0.113 2.251
C -20.1373 -10.7584 -23.9929 1.425 0.829 -1.248
O -19.1737 -9.7231 -24.4676 0.194 -1.039 -0.649
C -18.0903 -10.1593 -25.1915 -1.101 -0.890 1.544
O -17.8142 -11.3319 -25.4125 -0.220 1.897 0.031
O -17.3393 -9.1271 -25.5005 0.965 0.316 -0.283
C -17.7801 -7.7618 -25.2832 -1.171 -0.427 -1.855
H -21.1356 -10.9763 -22.0647 -0.696 -0.539 -0.339
H -20.8912 -9.3666 -22.6352 -0.460 1.031 0.072
H -19.6123 -10.3213 -21.9036 -0.390 0.072 -1.191
H -20.9465 -10.7379 -24.7319 -0.007 -0.175 0.430
H -19.5829 -11.6721 -24.0358 -0.036 -0.787 -0.096
H -17.9799 -7.4850 -24.2811 -0.115 -0.272 1.220
H -18.7183 -7.6570 -25.8704 0.609 0.272 0.439
H -17.0311 -7.0963 -25.6857 0.293 -0.164 -0.244
C -12.1860 -7.9529 -22.6197 0.944 0.098 -1.738
C -11.2861 -8.3010 -23.8152 0.414 -0.264 -0.140
O -9.9998 -7.6047 -23.6429 -1.246 0.279 0.667
C -9.3529 -7.0821 -24.6410 1.063 -0.714 -1.160
O -9.5261 -7.2411 -25.8447 -0.392 0.230 1.313
O -8.2844 -6.4007 -24.2147 0.248 0.378 0.532
C -7.9763 -6.3076 -22.7988 -1.093 1.009 0.209
H -11.6457 -8.2733 -21.7561 0.106 0.284 0.854
H -13.1223 -8.4542 -22.6757 -0.597 -0.876 -0.163
H -12.4524 -6.9162 -22.6494 0.294 0.786 0.373
H -11.6606 -8.1589 -24.8445 0.046 0.537 0.928
H -10.9681 -9.3317 -23.7733 -0.262 -0.378 -0.011
H -7.7704 -7.2643 -22.3843 -0.476 -0.947 0.394
H -8.6970 -5.6784 -22.1780 0.490 -1.146 -1.044
H -7.0445 -5.8119 -22.7362 0.970 0.782 -0.355
C -14.5146 -9.9878 -18.2848 0.977 0.649 -0.048
C -14.0887 -8.7808 -19.1404 1.054 -0.946 -1.067
O -14.6888 -7.5775 -18.6639 0.440 1.089 0.064
C -14.0434 -6.4409 -19.0709 -2.634 0.274 2.085
O -13.0751 -6.3739 -19.7253 2.113 -0.490 -1.585
O -14.5658 -5.2993 -18.5736 -1.639 0.353 0.523
C -15.9962 -5.1677 -18.1395 0.534 -1.874 -0.718
H -15.5671 -10.0193 -18.1956 -1.372 0.184 0.093
H -14.1298 -9.8600 -17.2424 0.025 -0.569 -0.937
H -14.2723 -10.9381 -18.8141 0.423 0.633 0.665
H -14.4265 -8.9129 -20.2014 0.365 -0.004 0.761
H -12.9523 -8.6737 -19.1625 -1.499 -0.062 0.091
H -16.3628 -4.1494 -18.2208 0.646 0.140 -0.228
H -16.1623 -5.5328 -17.1201 0.451 0.108 -0.128
H -16.5778 -5.8297 -18.8064 0.174 0.435 0.245
C -20.0617 -8.2883 -19.0194 -0.384 -0.091 -1.116
C -19.3630 -6.9866 -18.8143 -0.620 -1.084 -0.257
O -19.0608 -6.4288 -20.0761 -0.280 1.675 0.076
C -18.8764 -5.0966 -20.0025 0.892 -0.172 -2.755
O -19.0064 -4.3531 -19.0862 -0.215 0.298 1.378
O -18.4749 -4.6999 -21.2350 -0.468 -0.377 0.118
C -17.8170 -3.4154 -21.3981 0.016 -1.786 -0.117
H -21.1229 -8.1563 -19.2539 0.211 0.059 -0.306
H -20.0468 -8.7932 -18.0948 0.123 -0.963 1.089
H -19.5720 -8.8909 -19.7937 -0.171 0.022 0.251
H -18.4339 -7.1563 -18.3258 0.797 0.031 0.744
H -20.0258 -6.3837 -18.2339 -0.034 0.915 0.389
H -18.2781 -2.6573 -20.7687 -0.026 0.125 -0.403
H -17.8304 -3.3061 -22.5005 -0.155 0.628 0.842
H -16.7980 -3.6382 -21.0833 0.243 0.624 0.031
C -12.0010 -3.1461 -20.2876 1.085 1.086 -2.508
C -13.0922 -2.5769 -21.1989 -1.391 -1.041 0.221
O -14.1483 -2.0394 -20.3081 0.688 0.362 -1.429
C -15.0952 -1.3723 -20.9754 -0.109 -0.121 2.777
O -15.2797 -1.2723 -22.1475 0.063 -0.006 -1.069
O -15.8528 -0.8262 -19.9939 -0.908 0.664 -0.963
C -16.9366 0.0316 -20.4626 2.221 0.225 0.373
H -11.5652 -2.2507 -19.8117 0.177 -0.787 0.258
H -11.2593 -3.5962 -21.0265 -0.540 0.622 1.019
H -12.2716 -3.9511 -19.6313 -0.561 0.003 0.365
H -13.6283 -3.3701 -21.7563 0.642 0.256 0.009
H -12.7944 -1.7925 -21.9414 0.046 -0.623 0.898
H -17.7930 -0.4912 -20.6637 -2.006 -1.858 -0.661
H -16.6631 0.5613 -21.3624 0.285 0.331 -0.012
H -17.1983 0.6545 -19.6432 0.241 0.827 0.625
C -17.0774 -11.5693 -21.7353 -0.660 1.627 2.880
C -16.8975 -10.1297 -21.2873 0.085 0.001 -1.066
O -16.1136 -9.4870 -22.3188 0.502 0.495 -0.033
C -16.0198 -8.1402 -22.2932 -0.193 -2.064 0.047
O -16.5305 -7.4402 -21.4806 -0.520 0.785 0.994
O -15.2753 -7.7433 -23.3082 -0.009 -0.133 -0.199
C -15.1738 -6.3272 -23.3203 1.381 1.442 -2.392
H -17.2939 -11.5127 -22.7557 -0.622 -0.629 -1.568
H -17.9090 -11.8171 -21.0397 0.138 -0.757 -1.004
H -16.1976 -12.1144 -21.4660 0.312 -0.431 -0.219
H -16.4455 -10.0815 -20.3212 0.703 0.269 0.584
H -17.8435 -9.6247 -21.2053 -0.380 0.353 -0.120
H -14.8786 -5.9700 -22.3327 -0.019 0.135 -0.175
H -16.1681 -5.8946 -23.6297 1.049 -0.269 0.348
H -14.3289 -6.0711 -24.1240 -2.046 -0.457 1.859
C -17.2189 -13.7267 -18.8674 0.206 0.612 -0.306
S -19.0271 -13.9279 -18.9154 0.419 -0.578 0.548
O -19.6251 -12.5857 -19.1190 0.017 0.766 0.168
C -19.2056 -14.6852 -20.5192 1.897 -1.411 0.956
H -16.6235 -14.6265 -19.1189 -0.584 0.359 0.241
H -16.9590 -13.3255 -17.8706 -0.141 -0.295 -0.472
H -17.0207 -12.9523 -19.6276 0.149 -0.381 0.436
H -20.1299 -15.2079 -20.4207 -0.821 -0.145 -0.621
H -18.3792 -15.4353 -20.6486 -0.755 0.676 -0.117
H -19.1415 -13.8788 -21.2134 -0.221 0.331 -0.752
```
Positions in Å, forces in eV/Å.

Summary:
Kohn-Sham gap ... 9.20 eV
E_LUMO ... 0.4 eV
E_HOMO ... -8.8 eV
F_max ... 0.0823 Eh/bohr
Total energy ... -164823.4297 eV

(3)
4 unconnected molecules or ions with the total composition C2H12NO3 in a non-equilibrium geometry, computed with ωB97M-V/def2-TZVPD.

Geometry as XYZ:
```
18
Properties=species:S:1:pos:R:3:forces:R:3
C 1.1219 -3.4847 -1.7687 0.563 1.211 -0.449
C -0.1957 -1.5457 -2.4419 -1.031 1.343 -0.679
N 0.7404 -2.0750 -1.6274 0.374 -1.469 -0.134
H 1.0130 -4.0329 -0.8395 -0.115 -0.212 0.026
H 0.5657 -3.9193 -2.5975 -0.494 -0.053 0.361
H 2.1487 -3.5605 -2.1428 0.205 -0.032 0.412
H -0.8727 -2.1035 -3.0818 0.416 -0.366 0.293
H -0.4945 -0.5282 -2.2224 0.044 -0.050 -0.015
H 1.0628 -1.4953 -0.8680 -0.048 -0.426 0.133
H 0.5799 2.7127 1.9339 -0.109 0.319 -0.060
H 0.0667 2.6656 0.4696 -0.129 0.655 -0.413
O 0.2987 2.1380 1.2209 0.134 -0.906 0.482
H 0.9307 -0.7725 1.7246 0.192 -0.305 0.118
H 0.0191 0.2033 1.0799 0.070 -0.475 -0.255
O 0.2719 -0.7431 1.0271 -0.120 0.790 0.202
H -2.5773 4.7795 1.9103 0.231 0.837 -0.300
H -2.3751 3.6297 2.7134 0.589 -0.296 0.555
O -1.9213 4.4656 2.5397 -0.771 -0.566 -0.278
```
Positions in Å, forces in eV/Å.

Summary:
Kohn-Sham gap (alpha / beta) ... 5.58 / 9.98 eV
2S+1 ... 2
E_LUMO (alpha / beta) ... 0.4 / 0.4 eV
E_HOMO (alpha / beta) ... -5.2 / -9.6 eV
F_max ... 0.0355 Eh/bohr
⟨S²⟩ ... 0.753
Total energy ... -9899.1180 eV